# 1
The following is a DFT calculation (ωB97M-V/def2-TZVPD) of 9 unconnected molecules or ions with the total composition C47H110N6O9 at a distorted geometry.

Values from the calculation:
HOMO level (alpha / beta) = -9.389 / -9.389 eV
calculated total energy = -2861.71641 Ha
gap between HOMO and LUMO (alpha / beta) = 6.74 / 2.67 eV
LUMO energy (alpha / beta) = -2.65 / -6.72 eV
⟨S²⟩ = 0.7537

Structure (ORCA input):
```
! wB97M-V def2-TZVPD RIJCOSX def2/J DEFGRID3
* xyz 1 2
C -9.7642 -7.5159 -7.1893
C -9.5393 -13.5475 -1.6730
H -15.0372 -6.7504 -7.3841
H -3.2371 -12.0976 -6.0220
H -15.0513 -10.9057 -9.9840
H -6.0865 -11.3274 -12.7623
H -5.1684 -15.1115 -8.1934
C -4.2560 -13.6015 -12.8934
H -6.1359 -9.7961 -9.4772
C -14.8995 -8.6847 -6.4581
H -3.9155 -10.8998 -9.4037
H -3.5782 -13.4005 -13.7230
H -4.5574 -11.7176 -7.2098
H -10.5967 -17.3927 -6.1479
H -0.7114 -11.1656 -12.3312
H -15.0188 -17.5422 -8.7566
C -3.0716 -9.8418 -12.2980
C -10.2116 -13.4167 -6.9577
H -8.4425 -16.1335 -7.4468
H -2.1550 -10.3759 -9.0784
H -8.1508 -16.3260 -1.4953
H -2.5884 -10.1297 -13.2316
H -4.9618 -12.9940 -9.9788
C -4.3733 -12.4408 -12.0356
H -7.4321 -12.7135 -6.6370
H -13.0048 -7.6032 -6.4911
N -9.1730 -15.6445 -6.9495
H -4.9439 -9.1168 -13.1371
C -7.4065 -6.9589 -8.0809
C -11.9126 -15.6144 -4.1955
C -11.8124 -20.4697 -9.1801
H -8.5505 -13.8514 -1.3292
H -6.8020 -8.8353 -7.2382
H -5.9081 -13.5837 -11.1618
H -8.9693 -4.8707 -8.3048
C -12.3596 -17.8566 -3.2106
C -9.5574 -17.8018 -2.3599
C -11.2872 -17.8630 -5.4477
H -11.2055 -14.7887 -4.1161
O -3.5567 -16.4593 -9.6144
H -10.1168 -14.4702 -1.7287
C -12.9230 -17.6354 -9.0014
H -9.6565 -16.3138 -0.6917
H -13.1726 -18.2394 -3.8276
H -8.8173 -5.4700 -9.9740
H -5.4960 -7.9945 -7.9675
H -0.6377 -11.4515 -10.5823
H -11.3101 -19.6623 -3.4332
H -9.0989 -19.4315 -3.6863
H -12.2840 -15.4576 -5.2082
O -14.2810 -8.6790 -8.7567
H -8.1273 -8.7525 -11.9653
C -5.0048 -11.2947 -12.8928
C -10.6766 -18.7364 -1.6882
H -15.5271 -9.0902 -4.4325
N -2.9570 -12.1962 -11.5505
H -12.2900 -17.8316 -5.8737
H -13.3034 -12.4268 -8.1045
H -14.4683 -18.8126 -9.8750
H -12.9677 -9.2608 -5.7649
H -9.7644 -10.5578 -8.8964
C -0.9943 -10.7708 -11.3554
N -10.1072 -16.8965 -3.4026
O -10.3790 -8.2059 -9.8178
O -3.0413 -12.9246 -7.9974
C -15.7475 -9.4962 -5.4197
N -9.0978 -8.0257 -9.5770
H -10.0803 -12.7413 -1.1776
H -4.8539 -11.3131 -13.9721
C -8.6931 -10.3738 -8.8160
H -11.7781 -17.5891 -10.8730
H -6.4334 -14.1015 -8.6923
H -8.2571 -11.2787 -9.2393
H -9.0726 -15.7160 -5.9470
H -15.2574 -12.6456 -6.7144
C -6.5582 -8.2045 -8.0930
C -8.9466 -16.9929 -1.1637
H -10.8310 -7.6147 -7.3900
H -9.3092 -9.9645 -11.4717
H -14.5609 -17.1200 -10.3809
H -9.2631 -15.3104 -3.5697
H -12.7962 -18.1949 -8.0746
H -12.9276 -11.5059 -6.7128
H -2.2492 -16.8039 -11.2867
H -9.2946 -8.4178 -6.7967
C -15.6499 -11.6291 -6.6874
H -10.5271 -13.4177 -5.9143
H -8.6998 -13.9539 -8.2908
C -2.5598 -10.8302 -11.2068
H -2.7640 -8.8120 -12.1164
O -9.3841 -13.1331 -3.0072
H -10.2806 -19.7352 -1.5047
H -8.2285 -10.4236 -7.8312
C -7.6866 -13.7454 -6.3950
H -13.5779 -7.9163 -4.9082
H -7.5857 -10.2625 -11.5115
C -4.5912 -9.8571 -12.4191
N -14.8688 -9.3963 -7.7032
C -15.5718 -11.0063 -5.3808
H -12.8765 -15.5820 -9.4256
H -10.9781 -18.9004 -5.3201
H -12.5082 -21.3077 -9.2214
H -12.5320 -19.6485 -2.0556
H -6.3359 -8.2690 -10.2268
H -1.5451 -15.9070 -9.9381
C -8.9516 -14.1960 -7.2583
H -12.7197 -17.2916 -2.3509
O -9.0834 -16.1265 -4.0421
C -5.4232 -12.6427 -10.9018
H -16.1924 -11.5683 -4.6828
H -12.6342 -15.5279 -3.3831
C -14.7441 -10.8788 -7.7988
C -15.4789 -11.3149 -9.0686
H -16.5543 -11.1424 -9.1128
C -11.8212 -18.1773 -9.9563
H -6.9827 -6.2374 -8.7794
C -6.7470 -8.8946 -9.4345
C -3.8570 -12.4661 -6.8393
H -10.8510 -18.0194 -9.4853
H -6.8148 -15.7086 -8.2953
H -7.7907 -13.8858 -5.3191
H -7.7903 -18.3897 -3.5488
H -15.6374 -6.8168 -5.7267
O -6.4642 -14.5512 -6.5175
H -8.5598 -17.6846 -0.4153
H -16.6748 -11.8759 -6.9643
H -8.1767 -19.4309 -2.1881
H -10.2929 -5.6014 -9.3350
C -11.7819 -19.1011 -2.6266
H -5.0572 -9.4268 -11.5327
H -16.8288 -9.3890 -5.5065
O -2.4117 -13.1909 -10.7063
C -14.3136 -17.7831 -9.5519
H -16.6711 -7.5339 -7.0677
H -11.9051 -20.0601 -8.1742
C -9.2587 -5.6623 -8.9961
H -5.2229 -14.0031 -13.1966
H -3.7350 -14.3890 -12.3487
H -11.9180 -16.1909 -8.3023
O -12.0126 -19.5002 -10.2497
C -8.3402 -9.5281 -11.2296
H -9.6895 -6.8187 -6.3547
H -1.9310 -17.6447 -9.8278
H -3.3017 -9.3698 -9.7325
H -11.1665 -18.3516 -0.7937
H -3.7834 -15.5303 -9.6985
H -8.8514 -12.3376 -3.0787
H -11.0279 -13.7646 -7.5907
H -13.3402 -8.7271 -8.5720
C -8.2642 -9.2252 -9.7878
N -12.8620 -16.2385 -8.6582
H -10.4485 -7.4181 -10.3620
C -13.3586 -11.4124 -7.7096
C -8.9125 -7.0840 -8.4386
C -8.6118 -18.7882 -2.9534
H -0.6288 -9.7448 -11.3127
C -2.2675 -16.6786 -10.2041
C -6.2047 -14.8716 -7.9556
H -6.1085 -11.8286 -10.6656
C -11.3493 -17.0316 -4.0697
H -4.1714 -13.3023 -6.2148
H -7.2869 -6.5272 -7.0872
H -2.8151 -12.9659 -9.8647
H -2.4853 -13.6502 -7.7043
H -10.8512 -20.9793 -9.2470
C -13.5464 -8.3483 -5.9084
H -10.0655 -12.3591 -7.1770
H -15.5460 -12.4027 -9.0874
C -3.0048 -10.4182 -9.7597
H -14.6185 -11.4574 -5.1055
H -12.5800 -10.9181 -8.2905
C -15.6703 -7.3120 -6.6972
*
```



# 2
The following is a DFT calculation (ωB97M-V/def2-TZVPD) of 12 unconnected molecules or ions with the total composition C47H120N12O17 at a distorted geometry.

Values from the calculation:
HOMO level = -14.526 eV
calculated total energy = -3796.96614 Ha
gap between HOMO and LUMO = 7.06 eV
LUMO energy = -7.47 eV

Structure (ORCA input):
```
! wB97M-V def2-TZVPD RIJCOSX def2/J DEFGRID3
* xyz 4 1
O 6.6974 -11.0117 -14.5364
H 12.0953 -9.9226 -21.9917
H 14.3979 -11.0614 -9.5324
O 7.4100 -13.5837 -12.4599
C 11.5597 -12.2811 -15.1474
O 9.0024 -14.9918 -17.1113
H 13.8976 -8.4825 -13.4272
C 4.5350 -12.8725 -10.7896
N 8.9576 -12.7496 -15.1085
H 11.0956 -7.9582 -19.9920
H 10.7174 -11.4535 -21.2761
H 5.6333 -4.0960 -13.6301
H 13.4625 -12.7256 -16.9734
N 5.1256 -15.5188 -16.8485
H 10.0002 -9.1636 -19.1826
H 4.0930 -16.9846 -18.1847
H 16.1888 -9.5676 -8.1769
H 2.2930 -13.2369 -10.9451
H 12.9934 -8.7017 -20.9666
H 5.5818 -16.8491 -15.2254
H 8.0354 -16.7334 -9.0462
H 7.8221 -4.3348 -15.4173
O 8.1616 -15.1187 -13.7449
H 5.0661 -14.4578 -18.6989
H 7.7336 -17.0271 -5.9535
C 16.1868 -8.8881 -9.0292
H 13.9620 -9.4247 -15.6462
H 16.0300 -10.7677 -12.9209
H 7.6634 -4.6666 -11.2495
H 10.6898 -20.6843 -14.3776
H 3.8359 -14.6823 -11.5287
H 16.2045 -9.1060 -12.7780
N 15.2249 -9.8704 -11.1207
C 12.7276 -9.7474 -21.1214
H 7.7058 -15.4751 -8.0317
H 11.0569 -16.8011 -12.8783
H 16.9691 -8.1482 -8.8597
H 13.5998 -11.3502 -11.1516
C 10.1075 -17.9079 -15.0842
H 13.3990 -8.6627 -10.7915
H 9.5985 -5.6917 -13.5701
H 13.2289 -10.0792 -13.2850
H 2.7145 -11.6036 -10.2921
H 7.5530 -2.9268 -14.5042
O 8.6575 -16.5039 -18.4925
C 8.5579 -7.1370 -12.3440
C 12.3926 -17.4819 -16.1431
H 14.9143 -7.7544 -11.3160
H 13.8103 -16.3020 -15.2781
N 11.6960 -10.0566 -19.9950
H 12.3435 -11.5237 -15.1394
H 4.3793 -14.8220 -9.9851
H 8.9028 -13.2914 -8.1248
C 11.7383 -16.6365 -13.7129
C 9.9459 -13.5895 -8.0188
H 8.2320 -6.5161 -14.3621
C 7.7420 -17.2965 -7.0096
C 5.7878 -14.9696 -18.0623
H 14.1876 -8.6369 -8.4874
O 9.2966 -6.7360 -11.2472
H 17.1889 -8.8918 -10.9885
H 6.0557 -5.7759 -14.0547
O 6.0721 -9.4058 -13.3775
H 9.2043 -3.6738 -14.4507
H 8.9019 -10.5162 -13.6426
H 2.8626 -12.0377 -11.9451
C 10.6586 -8.9562 -20.0262
H 10.0119 -11.3526 -19.6278
C 9.6163 -14.7404 -10.2574
H 3.2400 -15.5271 -17.9557
H 6.5724 -14.2627 -17.7925
C 11.7500 -14.9575 -9.1396
H 12.4976 -8.9930 -18.3883
H 8.9709 -8.0257 -12.8213
H 5.8536 -5.2975 -12.4150
O 4.7053 -10.9350 -13.9051
C 10.9319 -11.3501 -20.2124
H 9.1478 -3.9147 -11.9660
H 12.0862 -15.9940 -9.1160
H 14.4165 -17.9042 -15.2184
H 6.0321 -17.4446 -16.7380
H 9.5970 -15.7429 -10.6848
C 12.2884 -10.0526 -18.5356
C 11.9402 -14.5648 -10.6465
H 10.6230 -12.7690 -8.2564
H 6.7246 -10.8249 -10.6610
H 4.9313 -11.3849 -9.2080
H 11.3191 -15.7206 -14.1292
H 12.6963 -16.4801 -13.2170
H 4.9693 -14.7312 -14.8602
H 10.6635 -20.1905 -12.7234
H 3.2241 -12.8789 -15.2193
H 11.8368 -12.9611 -14.3419
C 14.4801 -8.5499 -10.7104
H 4.7378 -12.8791 -8.5890
H 12.3014 -14.4786 -8.3305
H 17.1865 -10.4915 -10.2458
H 8.1064 -12.2223 -14.9763
C 6.0559 -16.5258 -16.1521
C 5.1725 -12.4141 -9.4738
C 3.8513 -16.2505 -17.4161
C 3.5299 -13.5258 -16.0416
H 10.6353 -10.1538 -13.5133
C 16.5921 -9.5916 -10.4035
H 13.2463 -10.5700 -18.5895
H 8.1517 -11.8388 -10.5927
H 2.7206 -12.5659 -17.5437
H 10.5114 -16.9472 -8.4120
H 9.8276 -11.6875 -12.8160
C 8.5716 -6.0351 -13.4449
N 7.7277 -4.7553 -13.3013
N 5.8337 -10.4791 -13.8740
C 7.3047 -11.4779 -10.0091
H 7.5565 -3.0173 -12.0350
C 12.8030 -13.5446 -16.6864
C 14.1436 -9.5394 -13.5298
H 8.8342 -13.3456 -14.3026
H 3.3141 -16.7141 -16.5888
H 12.4016 -18.3672 -16.7789
H 9.4525 -18.3794 -13.0134
N 4.5734 -14.4192 -10.8907
H 11.5103 -12.2044 -19.8606
H 5.4626 -14.7335 -11.2521
H 12.6384 -13.7279 -10.6544
H 8.5957 -19.1419 -14.3100
O 14.3801 -10.5297 -22.5151
H 10.0352 -10.9865 -15.7195
C 8.1296 -3.8516 -14.4899
H 13.6300 -11.6248 -20.8362
H 12.6659 -18.8148 -13.1471
H 8.9296 -13.2970 -15.9569
H 12.5894 -19.6107 -14.7314
N 10.2762 -14.8798 -8.8288
C 9.5876 -18.8066 -14.0070
H 8.2721 -18.2466 -6.9432
O 13.9268 -14.2808 -13.2923
N 11.5837 -17.7620 -14.8136
H 10.2736 -13.9160 -7.0318
C 14.6442 -9.8933 -14.9369
H 11.6191 -10.3456 -17.7268
C 8.3463 -16.3562 -8.0719
O 10.1536 -15.0981 -18.9374
H 6.7286 -17.6056 -7.2656
H 14.9066 -17.6185 -17.8333
H 2.7513 -14.2875 -16.0818
O 11.5634 -13.0326 -16.4081
C 10.6814 -19.7997 -13.7408
H 9.5830 -16.9526 -15.1029
H 13.2503 -14.0465 -15.8284
H 9.4533 -7.5304 -10.7315
C 10.1413 -11.7142 -14.9150
C 14.8722 -8.2791 -9.2564
H 14.6200 -10.2355 -20.4686
H 15.6236 -9.5026 -15.2131
H 7.6829 -10.8914 -9.1718
C 9.8524 -16.1411 -8.0894
H 9.9753 -18.3454 -16.0738
H 8.5721 -14.4298 -10.2211
C 12.0194 -19.0458 -13.9937
O 6.5556 -12.5971 -9.5283
H 5.0965 -12.5201 -11.6548
O 6.8562 -15.6587 -12.1704
H 15.9064 -16.9328 -16.6159
C 13.9412 -17.1923 -15.8932
C 10.5946 -13.9822 -11.1155
H 11.8392 -16.6836 -16.6377
H 14.6125 -10.9761 -15.0578
H 10.5072 -14.1052 -12.1950
H 12.4373 -15.3360 -11.2350
C 6.2542 -4.9527 -13.3683
H 14.6288 -11.3836 -22.8765
H 5.8087 -13.7906 -15.9024
H 6.2481 -15.8119 -18.5786
H 12.8569 -14.3031 -17.4673
H 15.3139 -11.8824 -10.7323
H 7.5059 -7.3134 -12.1194
H 14.6798 -15.8909 -17.4384
H 10.1694 -15.9800 -7.0590
C 14.5236 -11.1413 -10.6121
H 7.0454 -16.0788 -16.0563
N 15.1357 -14.3095 -13.3452
C 13.9067 -10.6321 -21.1911
H 10.1000 -9.1681 -20.9378
H 10.5006 -12.9381 -10.8172
C 4.8682 -14.3408 -15.8728
H 14.9008 -7.1983 -9.1178
C 9.9006 -10.9522 -13.6174
N 9.2886 -15.5178 -18.1950
O 3.5929 -12.8802 -17.2949
N 7.5320 -14.7871 -12.7458
C 14.9009 -16.8783 -17.0332
O 15.6982 -15.2757 -13.8408
O 15.8836 -13.3308 -12.9975
C 8.0604 -3.9832 -12.0001
C 15.4556 -9.8855 -12.6384
C 3.0210 -12.4257 -10.9389
*
```